# C38H105N9O11

A cluster of 10 separate species, C38H105N9O11 in total (ωB97M-V/def2-TZVPD, OMol25).

```
163
Properties=species:S:1:pos:R:3:forces:R:3
C 17.61105 -9.35535 -1.49658 -0.68 0.36 -0.61
C 18.71446 -9.24665 -2.53333 0.38 0.41 0.75
C 19.44805 -10.56017 -2.75153 1.24 1.31 -1.53
O 18.59579 -11.60718 -3.09804 0.17 0.15 -0.03
C 19.28009 -12.66768 -3.73927 -0.73 -0.80 0.93
N 18.25883 -8.56234 -3.76064 -0.57 -1.03 -0.53
H 16.78742 -9.94855 -1.90446 0.11 -0.21 0.14
H 17.17808 -8.36923 -1.30669 0.12 -0.02 0.22
H 17.94106 -9.80410 -0.56396 0.12 -0.01 0.00
H 19.46084 -8.53542 -2.15614 0.18 -0.35 0.27
H 20.23566 -10.71665 -1.99845 -0.77 -0.62 0.66
H 20.11697 -10.32608 -3.61189 -0.23 -0.26 -0.12
H 19.74844 -13.28828 -2.96477 0.46 0.13 -0.22
H 19.99573 -12.34551 -4.49395 0.02 0.15 -0.02
H 18.51428 -13.31672 -4.16536 0.04 0.19 -0.30
H 17.38527 -8.97543 -4.09519 -0.16 0.12 0.44
H 18.87141 -8.84961 -4.52353 0.33 0.44 0.15
C 17.69953 -3.66568 1.33005 1.46 -0.58 -0.60
C 16.84944 -4.84986 1.76098 0.05 1.28 0.33
C 17.71744 -5.99125 2.25565 0.30 0.10 -0.84
O 16.86489 -7.08638 2.45577 -0.11 -0.28 -0.10
C 17.52659 -8.32351 2.46326 1.06 0.31 0.79
N 15.82911 -4.41927 2.76404 0.38 -1.13 -0.80
H 17.19652 -2.76550 0.99178 -0.46 -0.08 0.36
H 18.29074 -3.99539 0.46053 -0.11 0.06 0.02
H 18.48152 -3.43076 2.06134 -0.35 0.27 0.24
H 16.38214 -5.21698 0.84616 -0.51 -0.09 0.33
H 18.33118 -5.74963 3.13679 -0.32 0.07 0.21
H 18.44289 -6.21405 1.45561 -0.05 -0.13 0.03
H 16.79480 -9.12305 2.43896 -0.02 -0.05 -0.11
H 18.15064 -8.39138 3.37097 -0.34 -0.26 0.13
H 18.28247 -8.40642 1.67100 -0.47 -0.05 -0.42
H 16.31208 -4.47547 3.65904 -0.20 0.22 0.11
H 15.19930 -5.22230 2.77090 -0.25 0.27 0.38
C 8.16287 -6.75678 3.44509 -0.18 0.64 -0.10
C 9.28775 -6.59680 2.42267 0.36 -0.07 1.89
C 9.21240 -5.22476 1.77261 0.23 -0.54 -0.58
O 10.36303 -5.08815 0.95103 0.12 0.26 0.14
C 10.53245 -3.77731 0.44913 0.39 0.31 0.54
N 10.56333 -6.71282 3.19384 -0.12 0.17 -0.84
H 8.12118 -7.75277 3.87778 -0.11 -0.11 -0.24
H 7.20738 -6.45354 3.00867 -0.09 -0.39 0.02
H 8.32168 -6.07173 4.28594 0.11 0.03 -0.07
H 9.26561 -7.45367 1.74864 -0.04 0.33 -0.48
H 9.22191 -4.46488 2.56316 -0.10 0.06 -0.02
H 8.32657 -5.10448 1.13563 -0.14 0.04 0.20
H 11.31353 -3.79183 -0.30976 -0.38 -0.17 -0.37
H 10.93582 -3.09682 1.21342 -0.28 -0.14 0.20
H 9.57312 -3.37888 0.11121 0.15 0.06 -0.39
H 11.28369 -6.38182 2.55160 0.17 -0.22 0.15
H 10.55026 -6.00667 3.92637 -0.08 -0.11 0.11
C 14.48364 -1.51162 -4.36483 -0.39 0.63 0.90
C 13.63731 -2.31256 -3.37336 -0.11 -1.58 -1.10
C 14.02681 -2.04878 -1.92662 -0.41 -0.08 0.02
O 15.25208 -2.64636 -1.56270 -0.05 0.39 -0.11
C 15.13259 -4.04273 -1.42208 1.16 -0.69 0.07
N 12.18711 -2.15662 -3.56759 -0.21 1.20 -0.31
H 14.25558 -1.70887 -5.40963 0.01 -0.25 -0.01
H 15.54373 -1.64607 -4.15046 0.04 0.01 -0.14
H 14.21912 -0.46371 -4.16132 0.32 0.06 -0.26
H 13.82274 -3.37587 -3.57721 0.06 0.05 0.21
H 13.26712 -2.44967 -1.24716 -0.30 0.16 -0.20
H 14.06426 -0.96146 -1.80302 0.37 -0.07 0.35
H 15.14399 -4.57485 -2.37908 -0.50 0.11 -0.05
H 14.31716 -4.38129 -0.77554 -0.27 0.27 -0.19
H 16.05364 -4.40525 -0.96082 -0.02 0.27 0.04
H 12.03365 -1.18308 -3.84496 -0.13 0.02 0.55
H 11.83991 -2.61021 -4.40808 0.41 -0.54 0.14
C 13.94408 -8.19217 1.54417 -0.14 -0.21 0.67
C 12.86230 -7.93010 0.51055 0.44 0.10 0.68
C 13.29828 -8.13410 -0.91229 -1.40 -0.66 -1.54
O 14.39439 -7.36243 -1.31333 0.50 0.35 0.54
C 14.74615 -7.60299 -2.66292 -0.21 -0.18 0.85
N 11.72707 -8.78599 0.83166 0.37 -0.55 -0.50
H 14.86214 -7.64637 1.34683 -0.06 0.16 0.12
H 14.19211 -9.25065 1.69472 -0.08 -0.09 -0.70
H 13.53221 -7.94830 2.53352 0.24 0.49 -0.06
H 12.57424 -6.86565 0.56363 0.16 0.02 0.14
H 12.42387 -7.84278 -1.52081 0.09 0.08 0.02
H 13.41128 -9.19202 -1.21071 0.47 -0.09 0.61
H 13.88966 -7.37698 -3.30870 0.16 0.00 -0.21
H 15.01687 -8.66336 -2.74459 -0.03 0.02 -0.40
H 15.61256 -6.97856 -2.86536 -0.08 0.05 -0.24
H 10.95173 -8.62872 0.20127 -0.11 0.18 0.19
H 11.46766 -8.68204 1.80405 -0.25 0.27 -0.08
C 8.53011 -6.98259 -3.09919 -0.41 -0.87 0.02
C 8.83669 -7.19023 -1.61681 0.59 1.09 -0.24
C 8.63392 -8.64153 -1.22476 -0.16 0.43 0.61
O 7.26186 -8.99113 -1.20313 -0.36 0.16 -1.09
C 7.10009 -10.37204 -0.99286 0.48 -0.62 1.33
N 10.25845 -6.77891 -1.40314 -0.64 -0.57 -0.28
H 9.31356 -7.42091 -3.72829 0.29 0.26 0.20
H 8.39946 -5.92786 -3.32918 -0.06 -0.02 -0.16
H 7.65416 -7.57602 -3.38006 -0.27 0.46 0.09
H 8.21670 -6.49666 -1.03745 -0.37 -0.41 0.08
H 8.98660 -8.83729 -0.20500 0.51 -0.05 -0.19
H 9.20817 -9.19185 -1.97761 -0.12 -0.49 0.31
H 6.07689 -10.73332 -1.07438 -0.17 0.58 -0.48
H 7.38739 -10.59689 0.04532 0.11 -0.06 -0.09
H 7.75773 -10.98579 -1.61388 -0.12 0.14 -0.27
H 10.52413 -6.26074 -2.23094 0.29 0.07 0.14
H 10.35812 -6.16746 -0.59630 -0.04 -0.19 -0.10
C 9.95088 -10.40292 4.10207 -1.11 0.96 -1.39
C 9.09000 -11.22601 3.12646 1.80 -1.44 0.90
C 7.61327 -11.29721 3.45361 -0.30 1.81 -1.00
O 7.33574 -11.75199 4.74884 -0.35 -0.32 0.00
C 7.50080 -13.13350 4.91136 0.79 -0.99 -0.69
N 9.42285 -10.96920 1.70830 -0.28 -0.26 0.57
H 10.98646 -10.43438 3.76096 0.19 -0.51 0.52
H 9.73555 -10.76733 5.10055 0.46 0.23 0.22
H 9.71732 -9.33613 3.98301 -0.19 -0.06 0.45
H 9.47317 -12.23779 3.36284 -0.25 -0.11 -0.17
H 7.09054 -11.80936 2.63123 0.01 -0.62 0.40
H 7.17691 -10.28932 3.39119 0.18 0.01 0.19
H 6.97494 -13.51176 5.78219 -0.04 0.34 0.17
H 8.56184 -13.41815 4.96536 -0.03 0.17 0.45
H 7.17036 -13.72113 4.04013 -0.44 0.34 0.01
H 9.48516 -11.90394 1.31239 -0.25 0.23 -0.53
H 10.39496 -10.67039 1.68434 -0.10 0.32 -0.18
C 12.89271 -12.48051 1.89783 -0.57 0.23 -0.39
C 13.95614 -12.55203 2.95889 0.80 0.26 0.21
C 13.40815 -12.72741 4.38326 0.21 -0.26 -0.46
O 14.40784 -12.46207 5.33637 0.53 0.43 0.27
C 14.56346 -11.06583 5.63170 -0.73 -1.19 0.16
N 14.95102 -13.59364 2.61690 -0.57 -0.20 0.55
H 12.14044 -11.71866 2.11290 -0.04 -0.16 0.34
H 12.39344 -13.44913 1.78493 -0.06 0.05 0.03
H 13.24624 -12.17257 0.91236 0.43 -0.25 0.09
H 14.52308 -11.61502 2.99955 -0.13 0.08 -0.30
H 13.18701 -13.78878 4.52876 -0.47 0.08 -0.01
H 12.52913 -12.09335 4.54903 -0.10 -0.12 0.06
H 14.70241 -10.49151 4.71741 0.18 0.26 0.11
H 15.39539 -11.00177 6.32423 0.19 0.22 -0.16
H 13.64950 -10.76057 6.15196 0.07 0.41 -0.09
H 15.56092 -13.69331 3.42787 0.17 0.20 -0.14
H 14.42821 -14.47178 2.64015 0.14 -0.03 -0.33
C 11.38488 -9.98406 -3.54051 1.25 -0.55 0.07
C 10.79934 -11.29580 -4.05858 -1.28 0.75 0.42
C 11.44690 -12.54788 -3.47396 0.63 0.09 0.06
O 10.93384 -12.79982 -2.18835 -0.62 -0.03 0.51
C 11.37139 -14.02322 -1.63211 0.25 0.21 -0.71
N 9.36001 -11.40158 -3.74478 0.10 -0.54 -0.27
H 11.20845 -9.12211 -4.18343 -0.20 -0.09 -0.08
H 12.46874 -10.15903 -3.50132 0.03 0.50 -0.01
H 11.07879 -9.73738 -2.52594 -0.09 -0.14 0.02
H 10.88681 -11.32057 -5.14791 0.31 -0.13 0.03
H 12.52945 -12.43784 -3.32000 0.07 0.15 -0.63
H 11.26048 -13.37454 -4.17160 -0.06 -0.20 0.27
H 10.76108 -14.26611 -0.76779 -0.11 0.07 0.00
H 12.42288 -13.95963 -1.32725 -0.01 -0.04 0.00
H 11.27070 -14.78973 -2.40910 0.02 -0.27 0.29
H 9.31070 -11.76537 -2.80211 -0.25 0.08 0.04
H 8.87411 -10.51594 -3.77309 0.16 0.10 -0.11
C 17.99448 -5.13841 -4.20485 -0.37 0.93 0.11
C 16.89943 -5.45398 -5.23245 1.44 -2.81 -0.13
O 17.24901 -5.20682 -6.59113 -0.42 0.94 0.15
O 17.72876 -5.77362 -2.97440 -0.29 0.14 0.44
H 18.00102 -4.06204 -3.99945 0.26 -0.05 0.06
H 18.97615 -5.44391 -4.57208 -0.07 0.10 -0.35
H 15.88311 -5.24912 -4.89629 0.00 0.66 -0.25
H 16.99124 -6.55440 -5.25084 -0.65 0.08 0.29
H 16.99497 -4.31726 -6.85548 0.06 0.07 0.09
H 17.94624 -6.71936 -3.03567 0.03 0.01 -0.51
```
Positions in Å, forces in eV/Å.

Its LUMO energy is 0.019 Eh. The molecular weight is 864.3 g/mol. The calculation puts the HOMO energy at -8.78 eV. As for the multiplicity: 1. As for the relative energy (zero: lowest compared OMol25 entry of this formula, charge and spin): 146.8 kJ/mol.